# 1
100
Properties=species:S:1:pos:R:3:forces:R:3:mulliken_charge:R:1 method="wB97M-V/def2-TZVPD" de_lowest_kj_mol=0.00 total_charge=+1 homo_energy_ev=-9.3
C -1.330 0.806 -0.309 -0.11 -0.55 0.27 -1.1202
P -1.909 -0.066 -1.790 0.20 1.11 -1.65 -0.2800
C -3.686 -0.366 -1.539 0.12 -0.34 0.73 -1.0410
N -1.089 -1.651 -1.786 -1.13 -0.28 1.32 0.3194
C -1.338 -2.517 -2.770 0.76 0.31 -0.58 0.1415
N -1.724 -2.168 -3.983 -0.18 -0.15 0.12 -0.2717
N -1.066 -3.814 -2.441 -0.22 0.10 0.41 0.0030
C -1.085 -3.805 -0.978 -1.05 0.20 0.23 -0.8310
O -0.503 -4.936 -0.358 0.45 0.10 -0.33 -0.4476
C 0.631 -5.319 -0.867 0.21 -0.07 0.02 0.8847
N 1.638 -5.658 -1.312 -0.37 0.02 -0.01 -0.7201
C -0.587 -2.399 -0.597 0.55 -0.62 -0.56 0.3661
C 0.942 -2.216 -0.458 0.37 -0.02 0.29 -0.5315
C 1.505 -1.310 -1.533 0.25 0.35 0.06 0.3087
O 1.470 -0.115 -1.452 -0.28 -0.10 -0.22 -0.5183
O 2.053 -1.984 -2.567 -0.84 -0.64 0.04 -0.4327
H -0.579 1.526 -0.617 0.14 -0.05 0.14 0.3404
H -0.936 0.140 0.458 0.13 0.10 0.02 0.3577
H -2.190 1.316 0.126 -0.02 0.09 -0.09 0.5533
H -4.108 0.642 -1.565 -0.01 0.02 -0.05 0.3213
H -3.975 -0.815 -0.586 -0.02 -0.08 -0.03 0.3685
H -4.117 -0.922 -2.369 0.03 -0.03 -0.02 0.3654
H -1.943 -1.201 -4.185 0.16 0.05 0.00 0.2040
H -1.706 -2.841 -4.733 -0.09 -0.01 -0.03 0.2517
H -1.716 -4.484 -2.840 0.27 -0.13 -0.24 0.3487
H -2.131 -3.853 -0.667 0.08 -0.22 0.25 0.4989
H -1.079 -2.150 0.339 -0.14 0.43 -0.17 0.6497
H 1.469 -3.168 -0.484 -0.01 -0.01 0.04 0.2407
H 1.164 -1.727 0.488 -0.06 -0.07 0.07 0.2945
H 1.817 -1.569 -3.407 0.60 0.48 -0.02 0.3567
N 0.936 -6.577 -4.287 -0.07 0.07 -0.03 0.1934
C 1.836 -7.378 -4.924 0.04 -0.01 0.01 -0.5923
C 1.340 -7.673 -6.168 0.01 0.04 -0.02 -0.5438
C 0.084 -7.019 -6.286 0.00 0.04 -0.04 -0.7291
C -0.135 -6.353 -5.110 0.06 0.02 0.04 -0.2005
H 1.053 -6.215 -3.357 0.13 -0.03 0.01 0.2251
H 2.752 -7.669 -4.437 -0.02 -0.05 0.02 0.5028
H 1.819 -8.288 -6.911 -0.02 -0.03 0.01 0.4666
H -0.579 -7.041 -7.135 0.00 -0.01 0.00 0.4081
H -0.964 -5.741 -4.793 -0.05 -0.05 -0.02 0.2669
N -2.531 5.159 -0.214 -0.02 -0.06 0.02 0.1330
C -2.965 4.100 -0.962 0.01 -0.04 0.02 -0.7906
C -4.315 4.237 -1.151 0.00 -0.04 0.03 -0.4201
C -4.715 5.427 -0.488 -0.02 0.01 0.02 -0.9001
C -3.595 5.972 0.078 0.09 -0.03 0.02 -0.2183
H -1.579 5.305 0.074 0.02 0.00 -0.05 0.2072
H -2.276 3.346 -1.301 0.03 0.06 -0.08 0.7009
H -4.950 3.565 -1.705 0.00 0.02 -0.03 0.3949
H -5.710 5.837 -0.437 0.00 0.00 0.00 0.4191
H -3.478 6.874 0.657 -0.04 0.03 -0.04 0.4633
N -3.341 7.113 3.718 -0.02 -0.02 0.05 0.1577
C -2.860 7.099 5.000 -0.01 -0.02 -0.01 -0.5928
C -3.890 7.446 5.833 -0.01 -0.01 0.08 -0.3913
C -5.035 7.679 5.023 0.01 -0.04 -0.02 -0.8389
C -4.665 7.464 3.724 0.02 -0.01 -0.02 -0.1483
H -2.804 6.900 2.900 0.01 -0.03 0.01 0.2154
H -1.834 6.849 5.209 0.01 0.04 0.00 0.3484
H -3.834 7.535 6.906 0.00 0.06 0.00 0.5469
H -6.016 7.970 5.359 0.00 0.01 0.00 0.4011
H -5.228 7.530 2.809 -0.01 0.00 0.00 0.3512
N -0.356 7.489 0.922 -0.01 -0.15 0.01 0.0569
C 0.454 8.078 -0.015 0.01 -0.02 0.02 -0.4564
C 1.683 8.257 0.556 0.01 -0.01 0.00 -0.5283
C 1.615 7.759 1.887 0.01 -0.01 -0.01 -0.5805
C 0.345 7.293 2.085 -0.01 -0.01 -0.03 -0.2189
H -1.322 7.265 0.784 -0.06 0.22 -0.02 0.2128
H 0.085 8.319 -0.997 0.00 0.02 0.01 0.3823
H 2.540 8.699 0.076 0.00 0.00 0.00 0.4008
H 2.409 7.749 2.614 0.00 0.00 0.00 0.4130
H -0.115 6.843 2.949 0.00 0.02 0.01 0.2711
N -2.951 5.500 8.738 0.02 0.00 -0.03 0.0028
C -3.983 4.988 9.475 0.01 -0.01 -0.02 -0.4794
C -3.632 5.063 10.797 0.01 0.00 0.01 -0.4168
C -2.337 5.646 10.859 -0.01 0.00 0.01 -0.5206
C -1.945 5.905 9.573 0.00 -0.02 -0.02 -0.3364
H -2.937 5.569 7.737 -0.04 0.00 0.00 0.2523
H -4.875 4.618 9.000 0.00 0.00 0.00 0.3659
H -4.236 4.739 11.627 0.00 0.00 0.00 0.3925
H -1.762 5.853 11.746 0.00 0.00 0.00 0.3872
H -1.041 6.343 9.185 0.00 0.00 0.01 0.3588
N 4.974 -6.484 -6.300 -0.05 -0.01 -0.02 0.1297
C 5.621 -5.587 -7.105 -0.01 0.01 0.02 -0.4892
C 6.947 -5.596 -6.763 0.00 0.00 0.01 -0.4631
C 7.107 -6.538 -5.711 0.00 0.01 0.00 -0.5678
C 5.872 -7.070 -5.450 -0.02 0.02 0.01 -0.2781
H 3.989 -6.681 -6.329 0.00 0.02 -0.01 0.1705
H 5.087 -5.023 -7.850 0.01 0.00 -0.01 0.3572
H 7.718 -4.997 -7.217 0.00 -0.01 0.00 0.3916
H 8.022 -6.797 -5.207 0.00 0.00 0.00 0.3880
H 5.562 -7.812 -4.734 0.02 -0.01 0.00 0.3472
N 5.183 -5.526 1.108 -0.02 -0.02 -0.01 0.0477
C 6.201 -6.222 1.703 -0.02 0.02 0.00 -0.4851
C 6.193 -7.491 1.192 0.00 -0.01 -0.01 -0.4227
C 5.130 -7.562 0.251 -0.01 -0.01 0.00 -0.5102
C 4.524 -6.335 0.220 0.01 -0.02 0.01 -0.2181
H 4.962 -4.567 1.296 0.02 0.02 -0.02 0.1745
H 6.842 -5.758 2.432 0.00 -0.01 0.00 0.3771
H 6.874 -8.281 1.460 0.00 0.00 0.00 0.4013
H 4.845 -8.419 -0.337 0.00 0.00 0.00 0.3934
H 3.688 -5.984 -0.362 0.17 0.01 0.08 0.2802

# 2
94
Properties=species:S:1:pos:R:3:forces:R:3:mulliken_charge:R:1 method="wB97M-V/def2-TZVPD" de_lowest_kj_mol=219.87 homo_energy_ev=-7.0
Zn 2.058 2.578 -1.259 2.47 1.20 1.33 0.6782
C 3.488 -1.734 1.962 0.61 0.08 -0.49 -0.6905
C 2.925 -2.088 0.808 0.23 -0.19 0.33 -0.5652
C 1.441 -2.098 0.558 0.38 -0.24 -0.67 -0.3966
C 0.693 -0.763 0.766 -0.41 -0.23 -0.94 -0.1637
C -0.160 -0.629 1.993 0.61 1.30 0.56 -0.0857
C 0.235 -0.935 3.229 -0.49 -0.37 -0.54 -0.3694
C 1.407 -1.808 3.574 0.51 0.12 1.31 -1.0772
C 2.818 -1.260 3.212 -0.14 -0.01 0.66 -0.2413
C 1.395 4.444 -1.322 -0.95 -0.01 -0.59 -0.9943
H 4.587 -1.727 2.031 -0.52 -0.17 -0.15 0.4092
H 3.549 -2.485 -0.001 -0.10 0.36 0.33 0.3976
H 1.008 -2.896 1.160 -0.13 0.08 -0.06 0.4014
H 1.318 -2.414 -0.492 -0.17 0.11 0.36 0.3239
H 1.407 0.078 0.692 -0.12 -0.22 0.26 -0.1229
H 0.009 -0.612 -0.092 0.32 -0.11 0.15 0.2934
H -1.025 0.027 1.860 0.06 -0.21 0.20 0.1461
H -0.331 -0.552 4.078 -0.15 -0.24 -0.25 0.5202
H 1.296 -2.853 3.261 -0.06 0.27 -0.20 0.3136
H 1.369 -1.867 4.683 0.25 -0.07 -0.55 0.4002
H 2.779 -0.159 3.220 0.04 -0.20 0.04 0.1341
H 3.495 -1.539 4.042 -0.28 0.19 -0.30 0.4681
H 2.308 5.030 -1.195 0.01 -0.29 0.07 0.1768
H 0.713 4.626 -0.483 0.12 0.01 -0.22 0.3091
H 0.914 4.748 -2.265 0.07 -0.13 0.44 0.3337
P -3.402 0.913 -0.253 -3.51 0.22 0.89 -0.1213
P -1.986 -2.094 -2.015 -1.76 -3.11 0.59 -0.2157
N -4.013 1.032 1.412 0.52 0.14 0.67 0.5560
N -4.897 1.674 -0.943 0.33 0.26 -0.80 0.4408
N -2.285 -3.378 -0.748 0.55 1.05 0.82 0.3010
N -2.267 -3.213 -3.386 0.06 0.53 -1.13 0.3337
C -4.020 -0.816 -0.515 0.45 -0.30 -0.21 -0.4922
C -3.695 -1.374 -1.913 0.10 0.05 -0.27 -1.1649
C -3.579 2.007 2.327 -0.78 -0.75 0.28 -0.7134
C -4.358 1.915 3.474 0.47 0.14 -0.69 -0.6728
C -5.308 0.867 3.276 0.70 -0.14 -1.33 -0.8171
C -5.073 0.344 2.007 0.18 0.49 0.89 -0.1368
C -4.866 2.683 -1.911 -1.23 -0.41 0.01 -0.4224
C -6.162 2.902 -2.380 0.93 -0.54 0.70 -0.6401
C -7.027 2.001 -1.675 1.36 -0.29 0.59 -0.7010
C -6.227 1.267 -0.800 -0.07 0.66 -0.92 -0.0815
C -1.567 -3.246 0.446 -0.89 -0.95 0.28 0.1144
C -2.042 -4.141 1.397 0.28 0.64 -1.17 -0.4790
C -3.096 -4.869 0.775 -0.07 1.07 -1.02 -1.3513
C -3.287 -4.320 -0.495 0.62 -0.22 0.75 -0.4719
C -2.692 -4.546 -3.504 -0.03 0.33 -0.78 -0.3575
C -2.891 -4.845 -4.849 0.46 0.90 0.74 -0.6932
C -2.552 -3.672 -5.607 0.03 0.50 1.37 -0.5252
C -2.204 -2.678 -4.691 -0.23 -1.56 0.09 -0.4360
H -5.109 -0.888 -0.404 0.50 0.24 0.11 0.0431
H -3.563 -1.413 0.284 -0.06 -0.16 -0.15 0.6093
H -4.422 -2.160 -2.190 0.39 0.33 0.09 0.4691
H -3.752 -0.587 -2.683 -0.15 -0.14 0.14 0.6110
H -2.749 2.650 2.068 -0.14 -0.02 0.09 0.4842
H -4.258 2.534 4.364 0.01 -0.19 -0.35 0.4071
H -6.064 0.532 3.969 0.06 -0.01 -0.07 0.4481
H -5.571 -0.475 1.508 0.15 0.18 0.20 0.4322
H -3.929 3.145 -2.177 -0.04 0.02 -0.02 0.4160
H -6.454 3.611 -3.136 0.06 0.03 0.04 0.4182
H -8.096 1.896 -1.787 0.09 0.03 0.05 0.4327
H -6.510 0.488 -0.109 -0.02 0.28 -0.11 0.2337
H -0.816 -2.499 0.550 0.10 0.07 -0.13 0.0030
H -1.679 -4.217 2.411 0.02 -0.11 -0.09 0.4898
H -3.652 -5.689 1.196 -0.16 0.07 0.00 0.4484
H -4.034 -4.544 -1.227 -0.11 -0.11 -0.11 0.8421
H -2.805 -5.190 -2.643 0.17 0.24 -0.29 0.6555
H -3.245 -5.793 -5.243 0.21 0.23 0.17 0.4017
H -2.553 -3.577 -6.681 -0.07 0.08 0.05 0.4207
H -1.907 -1.652 -4.841 0.06 -0.02 -0.05 0.3282
C 3.089 3.673 2.345 -0.17 -0.04 -0.12 -0.9779
Si 4.541 3.073 1.340 0.16 -0.81 -1.24 -0.1323
C 5.871 4.393 1.541 0.07 0.16 0.03 -1.0842
C 5.228 1.489 2.097 0.03 0.04 0.22 -0.4032
N 4.073 2.661 -0.349 -1.54 0.59 0.66 -0.2583
C 4.961 2.099 -1.209 0.24 -0.38 0.00 1.1373
C 4.481 1.494 -2.410 1.05 -0.20 0.72 -0.6185
C 5.273 0.569 -3.070 0.29 0.10 -0.05 -0.5236
C 6.573 0.278 -2.630 -0.21 0.14 0.09 -0.7453
C 7.115 1.007 -1.559 -0.28 0.16 -0.46 -0.5068
C 6.363 1.978 -0.910 -0.54 -0.32 -0.36 -0.3401
H 3.393 3.670 3.401 -0.13 0.00 -0.19 0.3361
H 2.214 3.024 2.233 0.03 0.08 0.10 0.1946
H 2.807 4.696 2.076 -0.03 -0.11 0.03 0.2976
H 6.135 4.431 2.611 -0.08 0.05 -0.28 0.3169
H 6.796 4.201 0.984 -0.26 0.09 0.16 0.4014
H 5.502 5.385 1.249 0.08 -0.16 0.06 0.2730
H 4.546 0.635 1.971 0.16 0.31 0.01 -0.3896
H 6.185 1.217 1.632 -0.27 0.04 0.19 0.4106
H 5.400 1.650 3.171 0.00 -0.14 -0.17 0.4543
H 3.460 1.684 -2.775 0.11 0.00 0.09 0.3221
H 4.855 0.085 -3.945 0.17 -0.14 0.01 0.3899
H 7.156 -0.490 -3.127 -0.06 0.13 0.04 0.3730
H 8.140 0.821 -1.233 -0.23 0.07 -0.15 0.3912
H 6.809 2.577 -0.110 -0.30 -0.44 -0.36 0.2364

# 3
112
Properties=species:S:1:pos:R:3:forces:R:3:mulliken_spin:R:1 method="wB97M-V/def2-TZVPD" de_lowest_kj_mol=258.09 spin_multiplicity=2 homo_energy_ev="-7.2 / -7.8"
Ru -0.821 -1.470 -0.438 -3.19 1.79 0.58 0.0165
S -7.616 -4.447 0.011 0.09 0.05 0.02 0.0924
C -6.137 -3.775 -0.128 -0.10 -0.06 -0.01 -0.0053
S -4.661 -4.691 -0.123 -0.12 0.17 -0.02 -0.0135
C -3.561 -3.350 -0.361 0.32 -0.33 0.05 0.0587
C -4.141 -2.098 -0.443 -0.17 0.38 0.00 0.1486
S -3.308 -0.655 -0.713 1.63 -0.45 0.16 0.2680
S -5.883 -2.059 -0.292 0.14 -0.14 -0.01 0.0004
S -1.920 -3.690 -0.528 0.91 1.25 -0.04 0.3606
C 3.296 -0.065 0.481 -0.25 0.29 0.12 -0.0006
Se 1.930 -1.086 -0.443 0.31 -1.33 0.00 -0.0003
C 3.198 -2.570 -0.774 -0.01 -0.40 0.11 0.0005
C 3.227 -3.582 0.387 -0.46 0.25 0.23 0.0003
Se 1.506 -4.070 1.249 0.05 0.19 -0.08 0.0016
C 1.389 -5.968 0.824 0.04 0.13 -0.20 0.0008
H 4.012 0.264 -0.267 -0.05 -0.01 -0.06 0.0000
H 3.762 -0.750 1.188 -0.09 -0.08 -0.04 -0.0002
H 2.838 0.769 1.002 -0.05 0.04 -0.01 -0.0003
H 4.183 -2.123 -0.901 -0.04 0.11 0.01 0.0005
H 2.917 -3.069 -1.692 -0.22 0.08 -0.06 0.0004
H 3.840 -3.204 1.204 0.11 -0.05 -0.08 0.0001
H 3.641 -4.525 0.038 0.11 0.08 -0.11 0.0001
H 2.345 -6.444 1.022 -0.04 -0.05 0.07 0.0000
H 1.103 -6.087 -0.215 0.03 -0.02 0.04 -0.0001
H 0.618 -6.371 1.475 0.05 0.01 0.08 0.0001
F 1.828 -5.082 -1.992 0.14 -0.03 -0.05 -0.0011
B 0.920 -4.382 -2.785 -0.13 0.75 0.39 0.0388
F 0.711 -3.050 -2.113 0.35 -0.76 -0.44 -0.0435
F -0.301 -4.999 -2.861 -0.05 -0.11 -0.06 0.0084
F 1.468 -4.109 -4.031 0.08 -0.05 -0.14 -0.0001
C -0.820 -2.433 5.794 0.00 0.15 -0.01 -0.0006
C -0.066 -1.121 5.999 0.05 -0.21 -0.03 0.0011
C 1.322 -1.114 5.359 -0.19 0.18 -0.07 -0.0009
C 1.303 -1.068 3.828 0.20 -0.27 0.27 -0.0008
N 0.628 0.115 3.325 -0.23 0.06 -0.25 0.0025
C -0.553 0.137 2.663 0.15 0.25 0.13 -0.0166
Se -1.494 -1.368 2.108 0.08 -0.67 -0.49 0.0310
N -0.940 1.421 2.523 0.28 -0.28 -0.01 -0.0007
C -2.067 1.874 1.721 -0.49 -0.08 -0.22 0.0154
C -3.410 1.680 2.414 0.13 0.12 0.27 0.0047
C -3.607 2.574 3.639 -0.10 0.09 -0.17 0.0017
C -3.857 4.040 3.289 0.06 -0.12 0.10 -0.0002
C 0.032 2.246 3.057 0.23 -0.01 0.14 0.0022
C 0.135 3.626 3.139 -0.02 0.13 -0.10 -0.0004
C 1.285 4.146 3.705 -0.04 0.04 -0.04 -0.0001
C 2.310 3.316 4.167 0.07 -0.07 -0.01 0.0003
C 2.202 1.938 4.103 0.06 -0.01 0.06 0.0001
C 1.035 1.417 3.559 -0.01 0.21 -0.06 -0.0016
H -1.742 -2.432 6.375 -0.02 -0.05 -0.02 -0.0002
H -0.213 -3.280 6.119 -0.02 -0.03 0.00 0.0000
H -1.089 -2.578 4.747 0.02 -0.07 0.01 -0.0004
H 0.059 -0.946 7.070 -0.03 0.08 -0.01 0.0000
H -0.662 -0.290 5.607 0.02 0.05 0.06 -0.0001
H 1.859 -2.018 5.655 0.08 0.03 -0.02 0.0000
H 1.883 -0.255 5.735 0.07 -0.07 0.03 0.0000
H 0.783 -1.935 3.427 -0.01 0.02 -0.12 -0.0005
H 2.328 -1.081 3.446 -0.03 0.04 -0.07 0.0001
H -2.047 1.319 0.784 0.11 0.01 0.02 -0.0072
H -1.891 2.924 1.488 0.07 -0.04 -0.03 0.0004
H -3.496 0.633 2.709 -0.02 -0.04 -0.11 -0.0025
H -4.199 1.872 1.683 0.01 -0.02 -0.03 -0.0030
H -2.736 2.495 4.298 -0.03 -0.05 0.05 0.0000
H -4.467 2.201 4.198 0.06 -0.02 0.08 0.0001
H -3.011 4.482 2.759 -0.03 0.04 -0.02 -0.0002
H -4.021 4.623 4.195 0.01 0.07 -0.04 0.0000
H -4.741 4.138 2.657 0.01 0.03 -0.02 0.0001
H -0.640 4.279 2.761 -0.01 -0.02 0.00 -0.0003
H 1.402 5.219 3.780 -0.02 -0.01 -0.01 0.0000
H 3.209 3.759 4.574 -0.02 -0.01 0.03 0.0000
H 3.001 1.299 4.455 -0.02 -0.01 0.02 0.0001
C 3.618 -1.992 -4.769 0.18 -0.05 -0.03 0.0002
O 2.557 -1.411 -4.001 -0.24 -0.08 0.04 -0.0009
C 2.892 -0.647 -2.983 0.36 0.21 -0.27 -0.0027
O 4.032 -0.405 -2.655 -0.09 0.05 -0.05 -0.0001
C 1.702 -0.115 -2.204 0.14 0.02 -0.13 -0.0059
C 1.792 1.338 -1.885 0.45 0.07 -0.09 -0.0010
As 1.954 2.623 -3.329 -0.05 -0.19 0.34 0.0002
C 2.614 1.577 -4.850 0.00 0.07 -0.07 0.0003
C 0.037 2.375 -3.746 0.01 -0.20 -0.29 -0.0095
C -0.686 1.271 -3.549 -0.38 0.24 0.44 0.0305
As -0.232 -0.485 -2.751 0.53 -0.91 -0.20 0.0198
C -0.349 -1.454 -4.445 0.06 -0.14 0.04 -0.0021
C -2.101 1.319 -4.033 -0.14 -0.11 -0.22 -0.0106
O -2.567 2.201 -4.707 -0.01 0.05 0.09 0.0013
O -2.798 0.244 -3.650 0.07 0.02 0.03 -0.0031
C -4.165 0.207 -4.079 -0.09 0.07 -0.05 0.0038
C -0.428 3.582 -4.502 0.04 -0.04 -0.21 0.0007
O -0.001 3.767 -5.611 -0.11 0.04 0.03 0.0001
O -1.125 4.530 -3.867 0.06 0.09 -0.05 0.0000
C -1.546 4.319 -2.520 0.01 -0.10 0.08 0.0007
C 1.042 1.699 -0.793 -0.42 -0.36 0.23 0.0022
O 0.377 0.836 -0.107 -0.18 -0.07 0.17 0.0201
O 0.923 2.968 -0.312 -0.02 -0.16 0.00 -0.0002
C 2.022 3.869 -0.414 0.12 0.18 0.02 0.0002
H 3.175 -2.825 -5.302 -0.06 -0.01 0.02 0.0000
H 4.415 -2.336 -4.113 -0.03 -0.01 0.00 0.0001
H 4.016 -1.251 -5.462 -0.02 0.03 0.04 0.0000
H 3.663 1.325 -4.697 -0.02 0.00 0.04 0.0000
H 2.534 2.234 -5.715 -0.06 0.03 0.03 0.0001
H 2.024 0.684 -5.034 0.01 0.01 -0.01 -0.0001
H -0.012 -0.841 -5.279 0.03 0.06 0.06 0.0014
H -1.403 -1.697 -4.573 0.01 0.07 0.05 0.0018
H 0.218 -2.378 -4.399 0.05 0.08 0.06 0.0019
H -4.614 -0.648 -3.586 0.06 -0.05 0.02 -0.0049
H -4.212 0.104 -5.163 0.02 -0.01 0.02 0.0009
H -4.676 1.123 -3.789 0.02 -0.02 0.01 0.0004
H -1.974 5.265 -2.201 0.01 -0.02 0.02 0.0000
H -0.707 4.052 -1.873 -0.03 0.04 -0.01 -0.0005
H -2.306 3.538 -2.461 -0.02 0.04 -0.06 -0.0002
H 2.040 4.440 0.513 -0.02 0.00 0.03 -0.0001
H 1.901 4.549 -1.259 -0.03 -0.02 0.06 0.0001
H 2.964 3.331 -0.536 -0.04 -0.05 0.01 -0.0002